No. 1
50
Properties=species:S:1:pos:R:3:forces:R:3 method="wB97M-V/def2-TZVPD" spin_multiplicity=2 gap_ha="0.28359 / 0.28963" e_lumo_ha="0.00213 / -0.00002" total_charge=0 e_above_lowest_kcal_mol=39.3 s2=0.76
Cr 0.205278 0.385468 0.110015 -0.6118 0.0186 1.5402
N 3.702295 -0.797050 -1.741549 -0.0013 -0.1330 -0.0488
C 2.395366 -0.532967 -1.526144 -0.2364 0.5677 -0.0296
S 1.921460 1.146129 -1.360924 -0.0174 -0.2425 0.0147
N 1.555016 -1.520873 -1.470873 0.5487 -0.9708 -0.0487
N 0.280636 -1.117192 -1.162751 -0.2169 0.5469 -2.7377
C -0.678818 -1.782681 -1.692742 0.2628 0.1742 -0.4421
C -2.058754 -1.407475 -1.542615 -0.3395 0.2361 0.2015
C -3.072247 -2.267010 -1.984710 0.0348 -0.0876 0.0569
C -4.402464 -1.933412 -1.860401 -0.0938 -0.1161 -0.0887
C -4.746079 -0.702032 -1.301691 0.1371 -0.0077 0.0398
C -3.769077 0.185780 -0.905246 -0.0561 0.1408 0.0689
C -2.402055 -0.128208 -1.023381 0.4255 -0.0551 -0.1917
O -1.493583 0.747265 -0.666606 -0.6650 0.2293 -0.1632
H 4.308689 -0.036787 -1.981942 0.0544 0.0199 0.0271
H 3.969719 -1.736236 -1.982587 -0.0233 0.0164 -0.0468
H -0.431179 -2.650237 -2.299431 0.0820 -0.0190 0.0042
H -2.789104 -3.214116 -2.431204 -0.0043 -0.0194 0.0285
H -5.174368 -2.611728 -2.198127 0.0306 -0.0165 0.0064
H -5.789532 -0.441054 -1.177874 -0.0004 0.0364 -0.0366
H -4.030299 1.155182 -0.497091 0.0312 -0.0002 -0.0325
N -0.115721 -1.491381 1.031499 0.1308 -0.8269 0.9198
C -0.101344 -1.889647 2.450496 -0.2472 0.3165 0.4665
C -1.344004 -1.409146 3.203861 0.2481 0.0456 -0.0719
C -1.378814 0.106301 3.310089 0.0521 -0.2585 0.0217
N -1.531205 0.629293 1.966550 -0.0085 0.6299 -0.2426
H -0.846282 -1.986497 0.530065 -0.0407 -0.0324 0.2925
H 0.771286 -1.724850 0.597568 -0.0112 -0.9006 0.5975
H 0.786630 -1.444315 2.905953 -0.0672 -0.1008 -0.0626
H -0.020166 -2.977854 2.562538 0.0497 0.1049 -0.2512
H -1.359030 -1.846636 4.203667 0.0152 -0.1051 -0.0492
H -2.241543 -1.748928 2.674195 -0.0522 -0.0640 0.0988
H -0.421862 0.461727 3.703720 -0.0367 0.0460 0.0681
H -2.163153 0.429040 4.006550 0.0163 0.0073 -0.0692
H -1.474993 1.640568 1.945933 -0.0643 0.0005 -0.0335
H -2.418088 0.356674 1.556956 -0.0040 0.0121 0.0213
Br 3.409341 5.000409 5.142610 -0.0080 -0.1338 -0.0349
C 3.336552 3.186866 4.573318 0.0263 0.2023 0.0501
C 4.067261 2.232408 5.263133 -0.0130 0.0011 -0.0233
C 4.021801 0.911978 4.838977 0.0441 -0.0104 0.0343
C 3.255839 0.555896 3.741418 -0.0385 0.0179 -0.0754
C 2.522100 1.525998 3.068087 0.0431 0.0135 0.0947
C 2.559306 2.853543 3.481352 -0.0540 -0.1036 -0.0508
C 1.660122 1.142076 1.918218 0.1915 -0.1078 -0.0108
O 0.764500 1.916372 1.496663 0.0651 0.2535 -0.2290
O 1.796577 0.006494 1.370842 0.4069 0.6335 0.3811
H 4.664113 2.520821 6.117077 0.0026 -0.0020 -0.0024
H 4.594363 0.162277 5.369289 -0.0104 0.0020 0.0024
H 3.216045 -0.467602 3.393548 0.0227 0.0044 -0.0077
H 1.984627 3.590809 2.938998 0.0006 0.0366 0.0436

---

No. 2
61
Properties=species:S:1:pos:R:3:forces:R:3 method="wB97M-V/def2-TZVPD" gap_ha=0.26807 e_lumo_ha=0.03625 total_charge=-1
C -2.402835 0.527149 5.386918 0.4778 -0.2824 -1.0909
O -3.534812 -0.325942 5.542286 0.0706 0.8705 0.1393
C -4.762100 0.272919 5.152347 -1.0533 -0.7723 -0.0018
C -5.141358 -0.012812 3.661343 0.5218 0.4414 0.6301
C -4.435964 1.023593 2.750437 -0.1488 -0.6718 -0.5772
C -4.715313 0.780437 1.238645 -0.3012 0.2074 -0.2610
C -4.270613 1.983645 0.371054 -0.4438 0.4589 1.4203
O -4.261144 3.074847 0.885040 0.2433 -0.3180 -0.7339
O -3.942721 1.822561 -0.958004 0.0293 -0.2751 0.3760
C -2.544911 1.696400 -1.163676 0.9175 -0.3293 -0.3576
P -2.176958 -0.018068 -1.950279 -3.7608 -0.9752 -1.0100
S -3.904436 -0.792147 -2.464045 0.1585 -0.2766 0.3773
C -1.988272 2.770600 -2.088724 -0.2553 0.3041 -0.0744
Cl -2.592769 2.786020 -3.751152 0.0904 -0.2923 0.9936
C -1.086361 3.674151 -1.695210 0.1669 0.2280 0.0108
C -0.529456 3.701410 -0.270210 -0.5327 -0.4769 -0.2632
Cl -0.504759 4.874572 -2.853863 -0.0799 -0.5533 0.8705
H -2.693938 1.496477 4.939135 0.1666 -0.2789 0.5645
H -1.824038 0.658059 6.317434 -0.5283 -0.0320 -0.1954
H -1.726321 0.057173 4.639064 -0.2040 0.2291 0.4656
H -4.798106 1.358621 5.384494 0.2443 -0.4212 -0.2590
H -5.541294 -0.184841 5.798062 0.4334 0.1197 -0.2976
H -4.853909 -1.055947 3.425576 -0.0910 0.5004 0.0974
H -6.246505 0.051952 3.584709 0.5303 0.1043 -0.1676
H -3.339159 0.945282 2.866321 -0.4775 0.2231 0.2504
H -4.789388 2.019985 3.069941 0.3833 -0.3345 -0.3956
H -4.290347 -0.170027 0.871816 -0.1359 0.3992 0.1051
H -5.815141 0.702719 1.123407 0.4427 -0.0171 -0.2640
H -2.052554 1.669803 -0.176893 0.1625 0.3432 -0.5420
H -1.461031 0.184881 -3.121324 -0.7043 -0.0871 -0.0477
H -1.470915 -0.820688 -1.025593 -0.0947 0.3897 -0.1594
H 0.083318 2.795433 -0.110779 0.0419 0.5518 -0.0708
H -1.397389 3.604022 0.410810 0.5069 0.3508 -0.1657
H 0.044562 4.605444 -0.033800 -0.2267 -0.3329 -0.2333
C 1.027920 0.683415 -2.769227 -0.0956 1.1024 -0.9090
F -0.039493 0.427099 -1.946262 3.6053 0.6651 0.8556
F 0.604085 0.510947 -4.025069 0.0042 -0.3203 0.2333
F 1.312088 1.981277 -2.646917 0.0613 -0.2170 0.3491
S 2.458180 -0.386896 -2.358334 -0.3837 -0.0124 0.3551
O 1.968311 -1.721758 -2.572053 -0.0788 0.1070 -0.4070
O 2.770327 -0.055180 -0.995916 0.0768 0.2565 -0.1036
N 3.433997 0.180975 -3.457039 0.0268 -0.5595 0.5560
S 4.881075 -0.474924 -3.476425 1.0247 -0.2515 -0.1810
O 4.943612 -1.842243 -3.914911 -0.4134 0.0594 -0.1055
O 5.732978 -0.145828 -2.368892 -0.2892 0.2880 0.0855
C 5.547568 0.494414 -4.881315 -0.0626 0.8666 -0.9387
F 5.536752 1.812928 -4.627222 -0.0083 -0.2153 0.2283
F 4.827527 0.313721 -6.000011 0.0000 -0.2032 0.2361
F 6.809356 0.154944 -5.162430 -0.1467 -0.2397 0.3418
C 4.841608 -3.337701 -0.761658 -0.0873 -0.0087 0.0342
C 3.581766 -3.156208 -0.363630 -0.0074 0.0085 -0.0114
C 3.074472 -3.779307 0.880832 -0.0722 0.1357 -0.1297
O 1.927552 -3.620646 1.249434 0.0618 -0.0754 0.0786
C 4.019578 -4.610397 1.667966 0.0534 -0.0821 0.0982
C 5.275085 -4.790733 1.270526 -0.0318 -0.0550 0.1070
C 5.784679 -4.166964 0.023480 0.0469 0.1318 -0.1942
O 6.933802 -4.334668 -0.333229 -0.0256 -0.0836 0.1101
H 5.231301 -2.892009 -1.668387 0.0172 -0.0095 -0.0113
H 2.874378 -2.551317 -0.924320 0.1790 -0.3121 0.2304
H 3.629572 -5.056484 2.574839 -0.0377 0.0172 -0.0083
H 5.978859 -5.394140 1.830881 0.0327 0.0122 -0.0323

---

No. 3
48
Properties=species:S:1:pos:R:3:forces:R:3 method="wB97M-V/def2-TZVPD" gap_ha=0.25055 e_lumo_ha=-0.14854 total_charge=+1
In -0.983167 0.680387 0.046006 -0.2103 0.2294 0.4092
C 3.873017 0.963943 3.253084 0.0351 0.0374 0.0100
S 3.046494 2.241901 2.292584 -0.0847 0.0137 0.0218
C 1.673684 1.393976 1.667594 0.2029 -0.2448 -0.0537
S 0.635195 2.433844 0.729791 -0.2202 -0.0123 -0.1527
N 1.569903 0.113639 1.917500 -0.2885 0.2356 -0.1308
N 0.471317 -0.471913 1.347012 0.1513 0.4006 0.0344
C 0.282644 -1.707309 1.553709 -0.1571 -0.4569 -0.0936
C -0.858540 -2.368464 0.894346 0.1812 0.1824 0.1002
C -1.251750 -3.640707 1.253016 0.0253 -0.2132 0.0905
C -2.368538 -4.188633 0.640186 -0.0427 -0.1171 0.0231
C -3.047672 -3.450184 -0.312178 -0.0514 -0.0071 -0.0484
C -2.579693 -2.184756 -0.628788 0.1985 0.0316 -0.0371
N -1.502859 -1.660092 -0.042913 -0.1021 0.0732 -0.0697
H 4.780597 1.438368 3.624725 -0.0292 -0.0447 0.0104
H 4.125033 0.115717 2.624019 0.0210 0.0009 0.0068
H 3.250328 0.646002 4.085048 0.0151 -0.0016 -0.0104
H 0.952422 -2.266490 2.197831 0.0118 -0.0644 0.0184
H -0.696239 -4.184783 2.007194 -0.0515 0.0238 -0.0333
H -2.706571 -5.181548 0.908673 0.0154 0.0370 -0.0089
H -3.925191 -3.841327 -0.809334 0.0485 0.0200 0.0136
H -3.065362 -1.575743 -1.382643 -0.0040 0.0277 0.0554
Cl -1.329464 0.205425 -3.242238 0.1899 0.0031 0.0592
C 0.431618 0.114623 -3.442538 -0.1064 0.0469 0.1197
Cl 1.254318 -0.003442 -1.862708 -0.1248 -0.0976 -0.1888
H 0.766275 1.021327 -3.924188 0.0384 0.0989 -0.0230
H 0.677180 -0.763126 -4.020456 0.0073 -0.1326 -0.0268
C -3.483857 7.615800 0.000580 0.0197 -0.0407 -0.0126
C -3.461627 6.111083 0.050298 -0.0131 0.0726 -0.0378
C -3.177021 5.437387 1.227665 0.0374 -0.0309 0.0693
C -3.177523 4.046044 1.303280 0.0342 0.0052 -0.0090
C -2.843890 3.391903 2.623229 -0.0859 0.1251 -0.0926
C -3.475274 3.325395 0.138493 0.0492 0.0795 0.0377
Te -3.612276 1.218105 0.237996 0.2508 -0.1747 -0.1479
C -3.753994 3.974411 -1.076225 0.0148 -0.0142 0.0048
C -4.048591 3.239381 -2.363277 0.0211 0.0782 0.1273
C -3.740197 5.362998 -1.089690 -0.0034 0.0471 -0.0504
H -3.110756 8.050917 0.927467 -0.0090 -0.0284 -0.0343
H -4.501626 7.978663 -0.155601 0.0132 -0.0078 0.0028
H -2.874591 7.990237 -0.824236 -0.0207 -0.0198 0.0311
H -2.945307 6.006648 2.122522 -0.0195 -0.0240 -0.0510
H -2.622002 4.146819 3.377941 -0.0252 -0.0196 -0.0644
H -1.971837 2.744453 2.533566 0.0647 -0.0352 -0.0065
H -3.666961 2.777526 2.989036 -0.0273 -0.0157 -0.0137
H -3.209983 2.604444 -2.653742 0.0226 -0.0185 -0.0013
H -4.230879 3.948470 -3.169993 0.0075 -0.0107 0.0360
H -4.923452 2.594220 -2.276293 -0.0118 0.0026 0.0330
H -3.954036 5.878660 -2.022551 0.0124 -0.0401 0.0840